Record 1
The following is a quantum chemistry calculation of 2 unconnected molecules or ions with the total composition C5H11O2 in a non-equilibrium geometry, from OMol25.

The energy above the lowest of the compared OMol25 structures with the same formula, charge and spin comes out at 0.380 eV. Its LUMO energy is 4.0 eV. The value obtained for the HOMO energy is -4.03 eV. The total energy comes out at -347.635685 Ha. The value obtained for the gap between HOMO and LUMO is 8.033 eV.

Structure (ORCA input):
```
! RIJCOSX wB97M-V def2-TZVPD def2/J DEFGRID3
* xyz -1 1
O 0.37824 3.03161 0.87798
O -0.41119 2.27805 -1.07898
C 0.42707 0.07994 1.09195
C -0.18171 -0.52578 -1.32466
C -0.52742 -2.16963 0.55366
C 0.33908 -1.02058 0.02472
C 0.09304 3.14833 -0.33583
H 0.34858 4.08978 -0.87444
H 0.36921 0.36816 -1.64041
H -0.10394 -1.31651 -2.08410
H -0.52919 0.49074 1.42901
H -0.01119 -2.70961 1.37405
H 0.97007 -0.31285 1.97581
H -1.50374 -1.84492 0.95021
H -1.21840 -0.19636 -1.23737
H 1.00399 0.92994 0.68532
H -0.78854 -2.87207 -0.26017
H 1.34604 -1.44824 -0.12676
*
```

Record 2
The following is a quantum chemistry calculation of a single C19H23N3O3 molecule in a non-equilibrium geometry, from OMol25.

The energy above the lowest of the compared OMol25 structures with the same formula, charge and spin comes out at 2.651 eV. Its LUMO energy is -0.2 eV. The value obtained for the HOMO energy is -8.41 eV. The total energy comes out at -1127.803185 Ha. The value obtained for the gap between HOMO and LUMO is 8.249 eV.

Structure (ORCA input):
```
! RIJCOSX wB97M-V def2-TZVPD def2/J DEFGRID3
* xyz 0 1
O -1.79355 1.62766 0.56127
O -2.27106 -2.32899 2.48137
O 3.18494 0.06332 3.25009
N 3.21866 1.53360 1.48379
N -1.73280 -1.39699 -0.05225
N -1.78311 0.46015 2.53145
C -1.72778 -0.93361 -2.45338
C -3.10831 -1.53054 0.39557
C 2.49023 2.13421 0.45647
C 1.14153 1.35522 -3.62426
C -1.42656 -1.97648 -1.35883
C -3.15049 -0.02359 2.44081
C -0.16407 0.93467 -3.43119
C 2.19687 0.65578 -2.98625
C -1.14788 1.18050 1.53628
C -0.42462 -0.21600 -2.71466
C 1.94735 -0.50374 -2.25256
C 1.14072 0.65288 2.46298
C 4.68425 1.64693 1.52839
C 1.08901 2.01538 0.44290
C 2.57487 0.74499 2.42190
C 0.60845 -0.92791 -2.12551
C -3.28287 -1.45964 1.94158
C 0.09744 -2.15661 -1.44535
C 0.35165 1.28626 1.51548
H -3.73155 0.67656 1.86728
H -2.51691 -0.22940 -2.11577
H -3.62298 -0.03052 3.43634
H -3.49936 -2.51469 0.05167
H -2.01093 -1.43505 -3.37989
H -1.16453 0.10292 3.28336
H -1.92508 -2.93467 -1.53624
H -1.49757 -2.26927 1.87086
H 2.76338 -1.06551 -1.82619
H 0.37384 -3.05233 -2.00853
H 5.17729 0.67559 1.50069
H -3.74240 -0.81677 -0.13380
H -4.29088 -1.77631 2.20305
H 4.92755 2.19505 2.42322
H 0.53998 2.47613 -0.37116
H 3.21773 1.05361 -3.10868
H -1.51162 -0.41718 -0.10067
H 5.07552 2.28061 0.68271
H 0.61391 -2.18878 -0.47727
H -0.95876 1.46386 -3.94846
H 0.70424 0.05915 3.26693
H 2.97672 2.66704 -0.39665
H 1.38955 2.24252 -4.18892
*
```

Record 3
The following is a quantum chemistry calculation of a single C4H6O molecule in a non-equilibrium geometry, from OMol25.

The energy above the lowest of the compared OMol25 structures with the same formula, charge and spin comes out at 1.835 eV. Its LUMO energy is 0.7 eV. The value obtained for the HOMO energy is -9.88 eV. The total energy comes out at -231.156297 Ha. The value obtained for the gap between HOMO and LUMO is 10.624 eV.

Structure (ORCA input):
```
! RIJCOSX wB97M-V def2-TZVPD def2/J DEFGRID3
* xyz 0 1
O 0.66873 -1.52261 -0.30058
C 0.90519 0.89135 -0.18710
C -2.36453 -0.26324 -0.16887
C -1.17913 -0.28827 0.11250
C 0.25127 -0.35963 0.32698
H 2.05210 0.77821 -0.13171
H 0.66030 1.13294 -1.22954
H 0.47979 1.78809 0.33973
H 0.42984 -0.30500 1.40450
H -3.43119 0.02349 -0.28682
H 1.52763 -1.87533 0.12091
*
```

Record 4
The following is a quantum chemistry calculation of a single C4H9NO molecule, from OMol25.

The energy above the lowest of the compared OMol25 structures with the same formula, charge and spin comes out at 2.073 eV. Its LUMO energy is 1.1 eV. The value obtained for the HOMO energy is -9.63 eV. The total energy comes out at -287.756269 Ha. The value obtained for the gap between HOMO and LUMO is 10.745 eV.

Structure (ORCA input):
```
! RIJCOSX wB97M-V def2-TZVPD def2/J DEFGRID3
* xyz 0 1
O -1.10517 0.74990 2.38188
N -1.01055 0.33729 -0.80388
C 0.78093 -1.33665 -1.17723
C -0.04565 0.29633 1.56502
C -0.06889 0.87050 0.17312
C 0.41560 0.13067 -1.03499
H -1.92862 0.43496 1.98844
H 1.81784 -1.49274 -1.49183
H -1.40002 1.05354 -1.40719
H 0.04720 1.95789 0.17017
H 0.87002 0.64175 2.05625
H 0.59336 -1.91925 -0.27143
H 0.93104 0.77424 -1.74994
H -0.01053 -0.79972 1.51435
H 0.12917 -1.74958 -1.95620
*
```

Record 5
The following is a quantum chemistry calculation of 2 unconnected molecules or ions with the total composition C5H6O in a non-equilibrium geometry, from OMol25.

The energy above the lowest of the compared OMol25 structures with the same formula, charge and spin comes out at 6.504 eV. Its LUMO energy (alpha / beta) is -1.6 / -0.3 eV. The value obtained for the HOMO energy (alpha / beta) is -8.15 / -8.69 eV. The total energy comes out at -269.107215 Ha. The value obtained for the gap between HOMO and LUMO (alpha / beta) is 6.552 / 8.440 eV.

Structure (ORCA input):
```
! RIJCOSX wB97M-V def2-TZVPD def2/J DEFGRID3
* xyz 0 1
O -1.29631 -0.76144 0.93933
C -1.92644 -0.40986 -0.08244
C 0.90343 -0.86909 0.86567
C 0.94032 1.25110 -0.83503
C -0.39259 1.11641 -0.89681
C -1.59752 0.77852 -0.76569
H 0.45696 -1.83513 1.04577
H 1.69163 -0.83725 0.12767
H 0.97785 -0.19348 1.70714
H 1.39465 1.66596 0.06022
H -2.72571 -1.06836 -0.45056
H 1.57373 1.16262 -1.71525
*
```

Record 6
The following is a quantum chemistry calculation of a single C10H15F3O2 molecule in a non-equilibrium geometry, from OMol25.

Its LUMO energy is 0.7 eV. The value obtained for the HOMO energy is -9.14 eV. The total energy comes out at -840.052893 Ha. The value obtained for the gap between HOMO and LUMO is 9.866 eV.

Structure (ORCA input):
```
! RIJCOSX wB97M-V def2-TZVPD def2/J DEFGRID3
* xyz 0 1
F -2.42720 -0.59550 -1.60073
F -2.57098 2.91913 -1.26903
F -2.03979 1.70400 -3.06447
O 1.79418 -2.14778 -0.57028
O -0.47947 -2.43474 -0.76997
C -0.94043 -0.31083 0.98929
C 1.49956 -0.76317 1.25009
C -2.29854 1.70345 -1.75727
C -2.01757 0.65281 0.46686
C 0.56492 -1.49604 -0.80891
C -2.25814 0.59894 -1.00028
C 0.39704 -0.35780 0.23679
C 1.15613 2.11144 0.44514
C 0.89177 0.91301 -0.46676
C 1.93143 -2.16343 0.84020
H -0.53228 -2.83390 -1.63525
H 1.91314 2.73246 -0.02019
H 1.82946 0.64481 -0.94268
H 0.69242 -1.12802 -1.82282
H 2.38187 -0.12926 1.23433
H 1.23419 -0.80701 2.30356
H 1.12850 -2.82127 1.18825
H 0.23713 1.24333 -1.26577
H -0.72416 -0.00842 2.00492
H -1.80426 1.65938 0.79323
H 0.27738 2.72788 0.59920
H 1.54167 1.83925 1.42132
H 2.88607 -2.49279 1.21518
H -2.94558 0.36466 0.96506
H -1.31848 -1.32458 1.04098
*
```

> Look up the total energy of the second one.

-1127.803185 Ha